61
Properties=species:S:1:pos:R:3 method="wB97M-V/def2-TZVPD" charge=-1 orbital_gap_ha="0.0989 / 0.3312" spin_multiplicity=2 e_tot_ha=-1753.8599 mol_weight_g_mol=458.41 lumo_ev="2.3877 / 2.2740"
F 2.01 0.41 -0.80
O 0.91 3.32 -3.51
O -3.87 -1.57 0.17
O -0.52 -0.10 0.09
O 0.80 -2.97 -4.17
O 3.18 4.96 0.13
O 3.01 -0.35 4.02
O -0.69 -2.87 -0.05
O -1.94 1.95 1.13
N 0.65 -3.56 1.67
N 1.49 -1.88 -2.32
N 0.74 -4.61 -0.20
N -0.25 1.65 -2.62
N 3.76 0.72 2.19
N 1.07 -0.77 -4.19
N -2.76 2.99 2.94
N -1.18 2.84 -4.12
N 1.96 -0.30 2.11
N -2.92 -3.01 1.44
N 2.07 3.05 0.36
N -3.46 1.00 2.36
N -4.68 -1.95 2.24
N 3.31 3.24 -1.34
C -0.13 2.69 -3.42
C -2.60 1.97 2.13
C -3.87 -2.16 1.21
C 1.16 -1.96 -3.60
C 2.95 0.00 2.82
C 0.21 -3.62 0.45
C 2.91 3.82 -0.22
H -1.04 0.59 0.51
H 4.06 3.63 -1.89
H 1.37 -0.97 2.58
H 2.73 2.45 -1.58
H -2.25 3.83 2.70
H -1.96 2.25 -3.86
H 0.38 0.11 -0.18
H 1.47 3.38 1.10
H -5.53 -1.41 2.11
H 2.08 -0.16 1.12
H 1.47 0.05 -3.75
H 1.19 -2.68 -1.78
H 3.61 1.04 1.25
H -1.16 1.22 -2.49
H 0.27 -4.95 -1.03
H 1.01 -4.42 2.06
H -3.33 2.96 3.77
H -4.50 -2.36 3.15
H 1.61 -5.06 0.06
H -0.56 -0.85 0.68
H 2.05 2.08 0.09
H -4.31 1.37 2.77
H -2.86 -3.40 2.37
H 0.26 -2.92 2.34
H 1.58 -0.95 -1.94
H -2.21 -3.20 0.74
H -1.15 3.56 -4.82
H -3.69 0.27 1.71
H 0.63 1.41 -2.18
H 0.84 -0.75 -5.18
H 4.62 0.98 2.66

---

46
Properties=species:S:1:pos:R:3 method="wB97M-V/def2-TZVPD" orbital_gap_ha=0.3517 smiles=CCN[C@@H](C)C(C)C.O.O.O.O.O.O.O spin_multiplicity=1 e_tot_ha=-866.7215 mol_weight_g_mol=241.32 lumo_ev=0.3591
O -1.63 2.59 0.46
O 0.41 1.00 -3.13
O -1.92 0.85 -1.74
O 1.01 -1.88 -2.49
O -3.96 -1.09 -1.96
O -2.19 -2.41 -0.40
O 0.29 -3.30 -0.24
N -0.14 0.16 1.20
C 2.21 -0.11 2.11
C -2.32 -0.23 2.33
C 2.65 0.00 -0.71
C -0.81 -0.02 2.49
C 1.66 1.01 -0.19
C 2.17 2.46 -0.25
C 1.22 0.72 1.27
H -2.61 -1.10 1.74
H 3.66 0.05 -0.30
H 0.61 1.91 -3.36
H -0.48 1.06 -2.69
H 1.48 3.19 0.19
H -0.22 -0.74 0.73
H -1.95 -2.99 -1.12
H 3.12 0.48 2.25
H 1.02 -2.97 -0.78
H -1.84 -2.82 0.39
H 3.13 2.52 0.27
H 2.49 -1.11 1.77
H 2.30 2.78 -1.28
H 2.84 0.12 -1.78
H 1.79 -0.17 3.11
H -4.14 -0.40 -1.32
H -1.28 3.41 0.83
H -2.79 -0.35 3.30
H 0.64 -1.02 -2.26
H 0.74 1.01 -0.78
H 1.44 -1.79 -3.35
H 2.20 -0.97 -0.48
H -0.68 0.81 3.18
H -3.34 -1.73 -1.58
H -2.02 1.73 -1.37
H -0.40 -0.90 3.01
H -0.02 -4.14 -0.60
H -1.66 0.20 -1.07
H -2.71 0.69 1.89
H -1.06 1.88 0.83
H 1.13 1.60 1.91

---

46
Properties=species:S:1:pos:R:3 method="wB97M-V/def2-TZVPD" charge=+1 orbital_gap_ha=0.3838 spin_multiplicity=1 e_tot_ha=-886.6809 mol_weight_g_mol=243.32 lumo_ev=-2.3135
O 7.56 38.93 9.07
O 7.96 37.80 13.29
O 6.59 39.55 14.80
O 10.60 38.41 14.11
O 5.47 36.56 12.62
O 7.33 37.04 15.86
O 9.56 39.16 11.18
O 8.61 35.18 13.46
C 10.94 38.82 10.89
C 9.67 35.06 12.46
C 6.96 40.90 15.04
C 6.59 38.14 9.72
C 10.58 37.88 15.48
C 6.35 36.08 16.03
C 4.13 36.61 13.00
H 3.48 36.30 12.01
H 8.92 34.53 14.09
H 5.16 36.32 16.05
H 8.02 40.90 15.00
H 6.61 41.55 14.40
H 9.97 33.98 12.26
H 8.99 38.90 10.52
H 7.58 36.98 13.48
H 7.52 38.26 14.01
H 6.93 39.45 8.76
H 7.66 37.40 16.71
H 6.37 35.50 15.09
H 9.81 37.10 15.28
H 9.59 35.31 11.53
H 5.67 39.46 15.21
H 5.73 35.87 12.01
H 8.99 37.90 13.51
H 11.58 38.66 13.86
H 11.24 39.36 10.11
H 6.81 41.27 16.00
H 6.56 37.11 9.24
H 11.09 37.74 10.79
H 11.66 37.69 15.66
H 10.62 35.46 12.70
H 11.56 39.16 11.64
H 3.98 35.81 13.55
H 6.61 35.67 16.99
H 7.06 38.00 10.61
H 5.54 38.55 9.69
H 10.16 38.70 16.24
H 3.88 37.47 13.50

---

62
Properties=species:S:1:pos:R:3 method="wB97M-V/def2-TZVPD" charge=+1 orbital_gap_ha=0.2996 spin_multiplicity=1 e_tot_ha=-1804.1027 mol_weight_g_mol=459.54 lumo_ev=-2.5313
Mg -1.34 0.23 0.80
O 0.50 -0.95 -4.89
O 1.78 -2.74 0.53
O -1.28 2.24 1.35
O -0.64 -0.48 2.50
O -1.92 -1.67 0.45
O -2.20 0.76 -0.92
O 3.54 4.12 0.69
N 1.64 3.16 0.97
N -3.40 1.02 -2.81
N -0.41 -0.76 4.64
N -1.51 2.80 3.49
N 3.09 -1.66 -0.93
N 1.19 -0.05 -2.97
N 2.86 2.50 -0.75
N -0.47 -1.36 -3.05
N 3.47 -3.68 -0.55
N -2.53 3.87 2.13
N -0.96 -3.65 0.25
N -2.67 -3.30 -1.03
N 0.97 -1.81 3.30
N -1.69 2.19 -2.53
C -0.06 -1.00 3.44
C -1.71 2.95 2.24
C -1.95 -2.81 0.02
C 2.69 3.31 0.30
C 2.75 -2.63 -0.29
C 0.48 -0.84 -3.73
C -2.44 1.28 -2.01
B 0.67 0.36 -0.10
H 3.70 -1.88 -1.71
H 1.90 0.38 -3.54
H -0.09 -3.28 0.61
H 0.58 0.60 0.95
H 1.14 0.03 -1.96
H -0.62 -1.07 -2.09
H -1.05 -1.96 -3.63
H -0.06 -1.47 5.27
H 2.30 1.66 -0.68
H 0.95 2.48 0.69
H -1.61 2.27 -3.54
H 3.55 2.61 -1.47
H -3.45 -2.73 -1.31
H 2.48 -0.85 -0.93
H -0.17 -0.29 -0.29
H 4.28 -3.64 -1.15
H -4.07 0.31 -2.53
H -1.00 2.68 -1.97
H -2.25 2.85 4.18
H 1.24 -1.92 2.34
H 0.45 1.26 -0.65
H -2.82 4.31 1.27
H -3.47 1.79 -3.46
H 1.44 -2.41 3.96
H 3.08 -4.51 -0.14
H -0.89 -4.54 -0.22
H -2.51 -4.26 -1.31
H -0.69 2.29 3.79
H 1.55 3.77 1.77
H 1.64 0.02 -0.40
H -2.66 4.42 2.97
H -1.33 -0.33 4.68